The following is a DFT calculation (the ωB97M-V functional and the def2-TZVPD basis) of a 7-piece molecular cluster, H12IO6 overall.

HOMO level, eV: -4.0
Energy relative to the best compared isomer or geometry (same formula, charge and spin), kJ/mol: 153.50
Charge: -1
F_max, eV/Å: 0.4

Positions of all 19 atoms, in Å:
I (1.470301, 1.745496, 0.127939)
O (-4.382889, 3.743146, 0.628679)
H (-4.768779, 3.636376, -0.240761)
H (-3.442229, 3.634506, 0.488739)
O (4.438331, -1.711934, 3.315659)
H (3.983571, -1.180504, 2.662199)
H (3.743831, -2.027574, 3.893819)
O (-0.462959, 3.379816, -5.616161)
H (-0.005359, 2.726406, -6.145201)
H (-0.361859, 3.072736, -4.715211)
O (-1.841059, 0.292326, 5.225279)
H (-1.477839, 0.516666, 4.368559)
H (-2.526809, 0.943556, 5.373219)
O (-0.792299, -4.029734, 0.662029)
H (-0.580839, -3.144214, 0.366449)
H (-0.193809, -4.595054, 0.173709)
O (2.326851, -2.310184, -3.905871)
H (2.822221, -2.987464, -3.445291)
H (2.051631, -1.704364, -3.217781)

Forces on the atoms, in the same order (eV/Å):
I -0.1 -0.1 0.0
O -0.2 0.1 0.2
H -0.1 0.0 -0.2
H 0.4 -0.1 0.0
O 0.3 -0.2 0.1
H -0.2 0.3 -0.3
H -0.2 0.0 0.1
O -0.2 0.2 -0.2
H 0.1 -0.1 -0.1
H 0.1 -0.1 0.3
O 0.0 -0.2 0.2
H 0.2 0.0 -0.3
H -0.1 0.2 0.0
O -0.2 -0.2 0.1
H 0.1 0.4 0.0
H 0.1 -0.1 -0.1
O -0.1 -0.1 -0.3
H 0.1 -0.1 0.1
H -0.1 0.3 0.2

Here are the natural (NBO) charges for atoms 1 to 4, given in e: -0.9992, -0.9438, 0.4639, 0.4799

The following is a DFT calculation (the ωB97M-V functional and the def2-TZVPD basis) of C18H24LuN5O2P as an isolated structure.

HOMO level, eV: -17.9
Charge: +3
F_max, eV/Å: 4.1

Positions of all 51 atoms, in Å:
Lu (1.521125, 0.567117, -1.180942)
O (3.456909, 0.959064, -0.662172)
C (2.824147, 1.764125, 0.083802)
O (1.877001, 1.286507, 0.784964)
C (2.660098, 3.174781, -0.405740)
C (3.330329, 4.322620, -0.079687)
C (2.945328, 5.499553, -0.719853)
C (1.915386, 5.454566, -1.645093)
C (1.309254, 4.242028, -1.931680)
N (1.663636, 3.098355, -1.334704)
H (4.131063, 4.307274, 0.647567)
H (3.447910, 6.431505, -0.498538)
H (1.587580, 6.349839, -2.154106)
H (0.525841, 4.181404, -2.675787)
C (-3.971194, -0.672378, 0.766682)
N (-2.842863, -1.084174, 1.734494)
C (-2.742097, -0.002463, 2.828436)
N (-2.542279, 1.270467, 2.234997)
C (-3.639909, 1.610481, 1.331656)
N (-3.725522, 0.626548, 0.252384)
C (-2.622758, 0.703787, -0.684773)
P (-0.999110, 0.328514, 0.176313)
C (-1.544501, -1.258037, 1.018102)
C (-1.230542, 1.461926, 1.652951)
H (-4.900218, -0.689343, 1.336091)
H (-4.021020, -1.418368, -0.026483)
H (-3.102265, -1.970670, 2.175921)
H (-1.918402, -0.269748, 3.490128)
H (-3.676437, -0.027503, 3.388700)
H (-3.487489, 2.605236, 0.917309)
H (-4.577088, 1.612506, 1.888299)
H (-2.574343, 1.710659, -1.103076)
H (-2.779199, 0.006346, -1.510034)
H (-0.782921, -1.563473, 1.736412)
H (-1.655642, -2.046613, 0.272793)
H (-1.114848, 2.497754, 1.330911)
H (-0.447848, 1.258039, 2.385348)
C (2.237168, -5.994134, -0.882014)
C (2.028527, -4.536317, -1.072565)
C (1.545182, -3.995578, -2.266719)
C (1.371712, -2.637356, -2.398482)
N (1.645822, -1.760522, -1.410891)
C (2.133947, -2.276208, -0.251590)
C (2.329379, -3.618715, -0.054226)
H (1.862336, -6.575226, -1.720523)
H (1.757207, -6.336607, 0.036034)
H (3.302814, -6.209318, -0.765495)
H (1.319083, -4.636934, -3.108584)
H (1.015924, -2.221233, -3.333224)
H (2.405080, -1.565066, 0.524579)
H (2.748716, -3.964994, 0.882084)

Forces on the atoms, in the same order (eV/Å):
Lu -2.4 -2.3 -2.4
O 1.1 0.3 0.1
C 1.1 1.4 1.4
O 0.2 0.2 0.4
C 0.0 0.4 0.0
C 0.1 -0.1 0.2
C -0.1 -0.1 -0.1
C 0.1 0.1 0.1
C -0.1 -0.1 -0.2
N 0.4 -0.5 0.4
H 0.0 0.0 0.0
H 0.0 0.0 0.0
H 0.0 0.0 0.0
H 0.0 0.0 0.0
C -0.1 0.1 -0.2
N -0.1 0.0 0.1
C 0.1 0.2 0.1
N -0.1 0.1 0.2
C 0.0 -0.1 0.0
N -0.2 0.1 0.0
C 0.2 -0.1 0.0
P -0.8 0.1 0.4
C 0.4 0.1 -0.3
C 0.2 -0.1 -0.2
H 0.1 0.0 0.1
H 0.1 0.0 0.0
H 0.0 0.0 0.0
H 0.0 -0.1 0.0
H 0.0 -0.1 -0.1
H 0.0 0.0 0.0
H 0.0 0.0 0.0
H 0.0 0.0 0.0
H 0.0 0.0 0.0
H 0.0 0.0 0.0
H 0.0 0.0 0.0
H 0.0 0.0 0.0
H 0.0 0.0 0.0
C 0.1 -0.2 0.0
C 0.0 0.4 0.0
C 0.0 -0.1 0.0
C 0.0 0.2 -0.1
N 0.1 0.3 0.2
C 0.0 0.0 -0.2
C 0.1 -0.1 0.1
H 0.0 0.0 0.0
H 0.0 0.0 0.0
H 0.0 0.0 0.0
H 0.0 0.0 0.0
H 0.0 0.0 0.0
H 0.0 0.0 0.1
H 0.0 0.0 0.0

Here are the natural (NBO) charges for atoms 1 to 4, given in e: 2.1956, -0.6754, 0.6999, -0.6990

The following is a DFT calculation (the ωB97M-V functional and the def2-TZVPD basis) of C4H8O2 in the gas phase.

HOMO level, eV: -7.9
Energy relative to the best compared isomer or geometry (same formula, charge and spin), kJ/mol: 374.27
Charge: 0
F_max, eV/Å: 4.0

Positions of all 14 atoms, in Å:
C (-1.864679, -0.560606, 1.079491)
O (-1.304987, 0.417084, 0.230298)
C (-0.189658, 0.005794, -0.539531)
C (0.792711, 1.037441, -1.060221)
C (1.419897, 0.363323, 0.063843)
O (2.438984, -0.501200, -0.241343)
H (-1.517140, -0.544739, 2.128185)
H (-1.830636, -1.512780, 0.500176)
H (-2.956365, -0.364887, 0.915112)
H (-0.135251, -0.998173, -0.837977)
H (0.347531, 1.965726, -1.135363)
H (1.203673, 0.763417, -1.949682)
H (1.402062, 0.920241, 0.960646)
H (2.632615, -0.406674, -1.189333)

Forces on the atoms, in the same order (eV/Å):
C -1.8 -0.5 -2.1
O 1.7 0.6 -1.0
C 2.5 1.4 2.8
C -2.2 -1.5 0.8
C -3.0 0.1 -0.9
O 0.5 -0.3 -0.2
H -0.1 -0.2 -0.7
H 0.7 0.0 1.2
H 0.6 0.1 1.3
H -0.4 -1.2 -0.7
H -0.3 2.3 0.5
H 1.1 -0.7 -2.8
H 0.5 0.0 1.2
H 0.1 -0.1 0.6

Here are the natural (NBO) charges for atoms 1 to 4, given in e: -0.2589, -0.5360, 0.0638, -0.4722

The following is a DFT calculation (the ωB97M-V functional and the def2-TZVPD basis) of C27H32N7RhSi as an isolated structure.

Multiplicity: 5
HOMO level (alpha / beta), eV: -14.0 / -14.0
Energy relative to the best compared isomer or geometry (same formula, charge and spin), kJ/mol: 271.57
Charge: +2
F_max, eV/Å: 0.7

Positions of all 68 atoms, in Å:
Rh (-0.850555, -2.021170, -1.064683)
N (2.746247, -2.612259, -0.820362)
C (2.250902, -1.439465, -1.182603)
N (3.109822, -0.393583, -1.149300)
C (2.590380, 0.791355, -1.358418)
N (3.325703, 1.886012, -1.221870)
N (1.266655, 1.062105, -1.724855)
C (0.578273, -0.076699, -2.210573)
N (0.979206, -1.349708, -1.583061)
C (-1.583975, 0.430135, -0.692569)
C (-2.444425, 1.638474, -0.845047)
C (-3.775871, 1.609102, -0.568436)
C (-4.401080, 0.401038, -0.216559)
C (-3.638769, -0.791424, -0.187564)
N (-2.357703, -0.794872, -0.399313)
H (3.683672, -2.645436, -0.452465)
H (2.226459, -3.464787, -0.939730)
H (4.294200, 1.795066, -0.955103)
H (2.947253, 2.791005, -1.445651)
H (-1.934042, 2.564195, -1.077422)
H (-4.359256, 2.518132, -0.613645)
H (-5.457910, 0.350857, -0.003221)
H (-4.117036, -1.746248, 0.003820)
C (-0.528175, -2.383896, 0.899824)
Si (-0.083313, -0.724195, 1.688983)
C (-0.626755, 0.684592, 0.493219)
N (-0.905391, -0.023014, -1.993236)
C (-1.792423, 0.089724, -3.183824)
C (-1.800819, 1.441010, -3.886691)
C (-0.410453, 2.013165, -4.134129)
C (0.583006, 0.987503, -4.668325)
C (0.935368, -0.179736, -3.731736)
C (-0.986515, -0.509148, 3.289026)
C (-0.297152, -0.246976, 4.474970)
C (-0.980396, -0.060493, 5.669488)
C (-2.362740, -0.135662, 5.698814)
C (-3.069850, -0.401382, 4.531492)
C (-2.384355, -0.584914, 3.344140)
C (1.752043, -0.571519, 1.917913)
C (2.550964, -1.676591, 2.223357)
C (3.897343, -1.529995, 2.524353)
C (4.469128, -0.265496, 2.542783)
C (3.689497, 0.850455, 2.271301)
C (2.346407, 0.695054, 1.965001)
H (-1.464630, -2.805011, 1.270185)
H (0.269328, -3.131619, 0.909974)
H (0.243537, 1.235893, 0.135298)
H (-1.146169, 1.388910, 1.151338)
H (-2.797104, -0.169509, -2.844700)
H (-1.500887, -0.696682, -3.879444)
H (-2.404696, 2.159114, -3.333011)
H (-2.321297, 1.279295, -4.834765)
H (-0.027612, 2.458384, -3.211808)
H (-0.485464, 2.829758, -4.852216)
H (1.501951, 1.497675, -4.953911)
H (0.185796, 0.556894, -5.590490)
H (2.013323, -0.355001, -3.732067)
H (0.492087, -1.123597, -4.054626)
H (0.784535, -0.186802, 4.471401)
H (-0.431468, 0.141369, 6.579167)
H (-2.893006, 0.010577, 6.630200)
H (-4.149060, -0.469491, 4.557418)
H (-2.955044, -0.797059, 2.445626)
H (2.123561, -2.673048, 2.241808)
H (4.496008, -2.397238, 2.768728)
H (5.515131, -0.148337, 2.791272)
H (4.124230, 1.839863, 2.322931)
H (1.753379, 1.585384, 1.783610)

Forces on the atoms, in the same order (eV/Å):
Rh -0.4 -0.5 -0.2
N -0.1 0.0 0.0
C 0.2 0.0 0.1
N -0.1 -0.1 0.0
C -0.3 0.3 -0.1
N 0.2 -0.1 0.0
N 0.2 -0.1 0.1
C 0.1 0.1 0.0
N 0.0 0.1 0.1
C 0.0 -0.1 0.0
C 0.0 0.1 0.0
C 0.0 -0.1 0.0
C 0.0 -0.1 0.0
C 0.0 0.1 0.1
N 0.0 0.1 -0.1
H 0.0 0.0 0.0
H 0.0 0.0 0.0
H 0.0 0.0 0.0
H 0.0 0.0 0.0
H 0.0 0.0 0.0
H 0.0 0.0 0.0
H 0.0 0.0 0.0
H 0.0 0.0 0.0
C 0.2 0.1 -0.1
Si 0.0 0.0 -0.1
C 0.0 0.1 0.1
N 0.1 0.1 0.2
C 0.0 -0.2 0.1
C 0.0 0.0 -0.1
C 0.0 0.0 0.0
C 0.0 0.0 0.0
C 0.0 -0.2 0.1
C -0.1 0.0 0.1
C 0.0 0.0 0.0
C 0.0 0.0 0.0
C 0.0 0.0 0.0
C 0.0 0.0 0.1
C 0.0 0.0 -0.1
C 0.1 0.1 0.2
C 0.0 0.0 0.0
C 0.0 0.0 0.0
C 0.0 0.0 0.0
C 0.0 0.0 0.0
C 0.0 0.0 0.0
H 0.0 0.0 0.0
H 0.0 0.0 0.0
H 0.0 0.0 0.0
H 0.0 0.0 0.0
H 0.0 0.0 0.0
H 0.0 0.0 0.0
H 0.0 0.0 0.0
H 0.0 0.0 0.0
H 0.0 0.0 0.0
H 0.0 0.0 0.0
H 0.0 0.0 0.0
H 0.0 0.0 0.0
H 0.0 0.0 0.0
H 0.0 0.0 0.0
H 0.0 0.0 0.0
H 0.0 0.0 0.0
H 0.0 0.0 0.0
H 0.0 0.0 0.0
H 0.0 0.0 0.0
H 0.0 0.0 0.0
H 0.0 0.0 0.0
H 0.0 0.0 0.0
H 0.0 0.0 0.0
H 0.0 0.0 0.0

Here are the natural (NBO) charges for atoms 1 to 4, given in e: 1.0983, -0.7190, 0.6530, -0.5498

> What is the formula in the third record?

C4H8O2

> Look up the F_max of the third one.

4.0 eV/Å

> Look up the charge of the fourth one.

+2